Density functional theory data (the ωB97M-V functional and the def2-TZVPD basis) for C46H39Cl2N7O3RuTe as an isolated structure.

Values from the calculation:
E_LUMO (spin up / spin down) = -2.444 / -4.694 eV
Expectation value of S² = 8.783
Gap between HOMO and LUMO (spin up / spin down) = 7.40 / 5.54 eV

The geometry in ORCA input format:
```
! RIJCOSX wB97M-V def2-TZVPD def2/J DEFGRID3
* xyz 1 6
Ru -2.01781 0.98519 1.37605
Cl -1.36044 -5.68898 0.13918
C -1.85434 -4.04055 0.01057
C -1.56191 -3.17504 1.05676
C -1.92173 -1.84137 0.95327
N -1.75048 -0.88421 1.97489
C -0.64620 -0.86914 2.76561
O 0.32246 -1.61557 2.69250
C -0.67295 0.28545 3.74861
C 0.20705 0.33383 4.80655
C 0.08689 1.39495 5.69516
C -0.89066 2.35578 5.47931
C -1.69632 2.25458 4.35533
N -1.58564 1.24130 3.50334
C -2.58220 -1.35345 -0.18966
C -2.88594 -2.23036 -1.22423
C -2.52473 -3.56843 -1.11342
Cl -2.91515 -4.62798 -2.42051
N -2.93251 -0.00090 -0.10820
C -3.88843 0.56763 -0.89783
O -4.19455 0.22222 -2.02364
C -4.64162 1.69441 -0.21774
C -5.48157 2.50520 -0.96199
C -6.20390 3.48466 -0.29764
C -6.07445 3.59927 1.07800
C -5.21011 2.73705 1.73685
N -4.50101 1.80825 1.10473
H -1.04808 -3.54501 1.93035
H 0.94638 -0.44505 4.91876
H 0.74713 1.47014 6.54775
H -1.02113 3.18686 6.15630
H -2.44233 3.00440 4.12819
H -3.39843 -1.88113 -2.10643
H -5.55993 2.34667 -2.02781
H -6.86679 4.14255 -0.84275
H -6.63306 4.33643 1.63632
H -5.08884 2.78733 2.81241
N -0.95150 6.68892 -1.08761
C -1.26654 5.48032 -0.57439
C -1.10765 4.30259 -1.32033
C -1.44060 3.09822 -0.75297
N -1.92476 2.97222 0.49233
C -2.08490 4.09890 1.19868
C -1.78280 5.34844 0.72333
H -0.53274 6.76867 -1.99595
H -1.01152 7.51967 -0.52767
H -0.73086 4.32995 -2.33349
H -1.31854 2.17933 -1.30680
H -2.48104 3.98386 2.19907
H -1.93960 6.21439 1.34998
C 3.20844 -7.23808 -1.07493
C 2.74207 -5.82518 -0.88191
C 3.14194 -5.08253 0.22108
C 2.68833 -3.78482 0.43916
C 3.17947 -3.02200 1.63435
C 1.81850 -3.25450 -0.50737
Te 1.04703 -1.18703 -0.20688
N 0.13415 0.69417 0.35306
C 0.96850 1.51556 1.02531
O 0.51772 2.35095 1.81754
C 2.44367 1.47182 0.74953
C 2.96820 2.21923 -0.30019
C 4.32701 2.18819 -0.56137
C 5.16976 1.40143 0.21460
C 4.65106 0.65776 1.26297
C 3.28826 0.69421 1.53427
C 1.82973 -0.52747 -2.02416
C 3.21136 -0.62683 -2.14751
C 3.83889 -0.12366 -3.27533
C 3.07295 0.46286 -4.27107
C 1.69332 0.52558 -4.15011
C 1.03457 0.02090 -3.03282
C -0.46492 -0.01780 -3.00378
C 1.38037 -3.95397 -1.62669
C 0.44470 -3.40254 -2.66094
C 1.87019 -5.24491 -1.79338
H 4.07437 -7.46079 -0.45434
H 3.47456 -7.42563 -2.11428
H 2.41672 -7.93998 -0.80856
H 3.82460 -5.52243 0.93826
H 3.74045 -3.68269 2.29380
H 2.35951 -2.59098 2.20950
H 3.84615 -2.21045 1.33481
H 2.30517 2.81888 -0.91208
H 4.73092 2.77061 -1.37813
H 6.23022 1.37494 0.00521
H 5.30680 0.05783 1.87962
H 2.87987 0.12577 2.36278
H 3.80415 -1.07766 -1.36105
H 4.91385 -0.18456 -3.36865
H 3.54939 0.85558 -5.15896
H 1.10487 0.94703 -4.95561
H -0.88718 0.75046 -3.65132
H -0.86268 0.11551 -1.99913
H -0.83253 -0.97986 -3.36862
H -0.26055 -2.67373 -2.25750
H -0.14815 -4.20768 -3.09143
H 1.00212 -2.91715 -3.46482
H 1.53850 -5.81682 -2.65209
*
```

Density functional theory data (the ωB97M-V functional and the def2-TZVPD basis) for C46H40BrGe2HfN5O4S2 as an isolated structure.

Values from the calculation:
E_LUMO (spin up / spin down) = -3.883 / -5.889 eV
Expectation value of S² = 0.767
Energy above the lowest of the compared OMol25 structures with the same formula, charge and spin = 0.000 eV
Gap between HOMO and LUMO (spin up / spin down) = 6.21 / 4.21 eV

The geometry in ORCA input format:
```
! RIJCOSX wB97M-V def2-TZVPD def2/J DEFGRID3
* xyz 1 2
Hf 0.84115 -0.71949 0.15568
Br 1.75909 -6.08317 5.48485
C 1.73530 -4.60125 4.32426
C 2.28565 -3.38562 4.73978
C 2.27335 -2.29097 3.90103
C 1.70384 -2.37819 2.63290
O 1.68176 -1.31090 1.84059
C 1.14694 -3.59844 2.21310
C 0.49985 -3.78009 0.94409
N 0.31099 -2.87706 0.03585
C -0.46394 -3.18504 -1.12863
C -1.33971 -4.22682 -1.23946
C -2.03079 -4.47623 -2.44497
C -1.83195 -3.68343 -3.53522
C -0.97859 -2.55879 -3.43562
C -0.76177 -1.66117 -4.50573
C 0.01141 -0.55158 -4.31889
C 0.56667 -0.32060 -3.05116
N 0.39973 -1.14413 -2.03805
C -0.33708 -2.28192 -2.21769
C 1.18039 -4.70895 3.07621
H 2.72429 -3.30776 5.72563
H 2.70754 -1.34853 4.20785
H 0.13449 -4.78736 0.75420
H -1.52902 -4.87639 -0.39428
H -2.71931 -5.30903 -2.49010
H -2.33574 -3.88153 -4.47269
H -1.22336 -1.86313 -5.46529
H 0.19843 0.15367 -5.11606
H 1.18821 0.54703 -2.86134
H 0.75044 -5.64789 2.74929
S 3.12235 -0.12817 -0.81876
C 3.90436 -1.59517 -1.47655
C 4.92479 -2.18925 -0.73512
C 5.59416 -3.30209 -1.22447
C 5.24829 -3.84297 -2.45507
C 4.23488 -3.25565 -3.19758
C 3.56870 -2.13607 -2.71528
H 5.19222 -1.76604 0.22489
H 6.39190 -3.74582 -0.64224
H 5.77262 -4.70893 -2.83735
H 3.96718 -3.66223 -4.16498
H 2.80594 -1.66954 -3.32310
C -3.66046 -0.18504 -2.73703
Ge -3.46630 0.84028 -1.07529
C -2.95008 2.65270 -1.63531
C -5.18687 0.89457 -0.15928
Ge -1.74375 -0.16820 0.32858
C -2.60277 -1.78667 1.11603
C -2.14071 -2.34127 2.31214
C -2.69227 -3.50584 2.83389
C -3.72677 -4.14714 2.16303
C -4.19938 -3.61549 0.97110
C -3.63757 -2.45263 0.45530
C -1.69034 1.08867 1.91890
C -2.46861 2.24695 1.98189
C -2.39266 3.12712 3.05625
C -1.52848 2.87196 4.11023
C -0.73776 1.73208 4.07539
C -0.81708 0.86565 2.99260
H -4.20265 0.41200 -3.47349
H -4.20804 -1.11655 -2.58459
H -2.67921 -0.42223 -3.14545
H -3.85329 3.23654 -1.82380
H -2.38193 2.60995 -2.56779
H -2.36199 3.18170 -0.88512
H -5.97225 1.06850 -0.89760
H -5.21778 1.70032 0.57325
H -5.39001 -0.04334 0.35731
H -1.34433 -1.85720 2.86902
H -2.32059 -3.90676 3.76984
H -4.17037 -5.04491 2.57506
H -5.01184 -4.10285 0.44510
H -4.01527 -2.06353 -0.48500
H -3.16037 2.48083 1.18289
H -3.01723 4.01207 3.07017
H -1.47759 3.54857 4.95384
H -0.06109 1.51474 4.89366
H -0.17301 -0.01021 3.01076
O 2.01570 7.41426 -3.72336
S 1.88285 8.35779 -2.63072
O 2.70869 9.52893 -2.81266
O 0.47754 8.73494 -2.48772
C 2.33722 7.54328 -1.11565
N 2.93893 8.28454 -0.20445
C 3.16888 7.67064 0.95538
C 2.80919 6.35313 1.17740
C 2.21455 5.67246 0.12589
N 1.96443 6.27740 -1.03437
C 1.81114 4.24095 0.21403
C 0.83630 3.74605 -0.64751
C 0.48734 2.41917 -0.56556
N 1.05301 1.57312 0.30897
C 1.98501 2.05287 1.14282
C 2.39351 3.37027 1.12255
H 3.65710 8.25732 1.72403
H 2.96551 5.89261 2.14212
H 0.36499 4.39830 -1.36896
H -0.27893 2.00592 -1.21012
H 2.41988 1.34593 1.83696
H 3.17210 3.69146 1.79989
*
```

Density functional theory data (the ωB97M-V functional and the def2-TZVPD basis) for C46H41N4P2RhS as an isolated structure.

Values from the calculation:
E_LUMO (spin up / spin down) = -7.486 / -7.488 eV
Gap between HOMO and LUMO (spin up / spin down) = 4.52 / 4.52 eV

The geometry in ORCA input format:
```
! RIJCOSX wB97M-V def2-TZVPD def2/J DEFGRID3
* xyz 2 1
Rh -1.42907 -0.01152 -0.82974
C -1.52867 3.08680 2.41383
C -1.29688 2.42723 1.20649
N -2.03845 1.41601 0.79157
C -3.07947 1.00131 1.53884
C -3.42301 1.65141 2.75119
C -2.60351 2.71409 3.18197
C -4.57712 1.22991 3.44572
C -5.44573 0.33296 2.86334
C -5.14083 -0.28685 1.66013
C -3.89122 -0.08621 1.04744
N -3.39016 -0.74075 -0.01122
C -3.87701 -1.83653 -0.62230
C -4.74089 -2.80363 -0.08437
C -5.25331 -3.82437 -0.87404
C -4.94270 -3.91785 -2.21279
C -4.01300 -3.02764 -2.78765
C -3.65167 -3.06204 -4.15021
C -2.68816 -2.20103 -4.61364
C -2.05279 -1.34403 -3.70933
N -2.40331 -1.26431 -2.43738
C -3.40362 -2.04125 -1.97165
H -0.87778 3.89443 2.71020
H -0.50587 2.75647 0.54591
H -2.85964 3.25285 4.08230
H -4.79577 1.65011 4.41395
H -6.38216 0.10330 3.34866
H -5.87421 -0.92142 1.19069
H -4.98589 -2.78095 0.96523
H -5.91889 -4.54732 -0.42909
H -5.37226 -4.68912 -2.83208
H -4.15654 -3.74832 -4.81232
H -2.39968 -2.19854 -5.65247
H -1.23347 -0.71349 -4.03552
C 6.05856 1.12075 3.55160
S 4.76424 0.17100 2.72001
C 4.97640 0.76405 1.00128
C 3.81580 0.32818 0.11817
C 2.53372 1.02339 0.58552
N 1.28718 0.55833 0.00204
P 0.64177 0.92124 -1.57163
C 1.95519 0.57622 -2.79443
C 1.99821 -0.71071 -3.32726
C 2.91673 -1.03546 -4.30744
C 3.80156 -0.07515 -4.77201
C 3.75750 1.20819 -4.24999
C 2.83046 1.54391 -3.27733
C 0.32939 2.70985 -1.71869
C 1.09542 3.78134 -1.26877
C 0.65334 5.07531 -1.48680
C -0.52998 5.31385 -2.16743
C -1.30164 4.25145 -2.61185
C -0.87938 2.95816 -2.37864
P 0.32966 -0.73334 0.63868
C 1.48942 -2.13992 0.61365
C 2.42200 -2.34952 1.62578
C 3.40849 -3.30574 1.44603
C 3.45594 -4.05252 0.27798
C 2.50350 -3.86622 -0.71312
C 1.51534 -2.91503 -0.54035
C -0.04677 -0.50850 2.40995
C -0.99679 -1.44962 2.82106
C -1.49341 -1.44470 4.10731
C -1.05074 -0.48847 5.00884
C -0.12469 0.45897 4.60737
C 0.36909 0.46568 3.31173
H 7.00369 0.99972 3.02845
H 6.13922 0.72466 4.56004
H 5.78155 2.17127 3.59430
H 5.91458 0.34783 0.63629
H 5.05388 1.85191 1.04238
H 3.69014 -0.75223 0.17811
H 4.04163 0.58327 -0.91797
H 2.62195 2.09625 0.39715
H 2.46262 0.87039 1.66543
H 1.29212 -1.44735 -2.96911
H 2.94185 -2.03384 -4.71382
H 4.50750 -0.32358 -5.55032
H 4.45298 1.95081 -4.60848
H 2.78435 2.55483 -2.90093
H 2.03191 3.62404 -0.75432
H 1.23825 5.90603 -1.12031
H -0.85622 6.32900 -2.33182
H -2.22948 4.43500 -3.13014
H -1.48032 2.10674 -2.70886
H 2.39528 -1.75998 2.53096
H 4.15381 -3.45410 2.21335
H 4.23038 -4.79193 0.14165
H 2.53865 -4.45348 -1.61861
H 0.74729 -2.76066 -1.29008
H -1.35083 -2.18006 2.10144
H -2.22685 -2.17472 4.41163
H -1.42212 -0.48395 6.02044
H 0.21586 1.20535 5.30967
H 1.07355 1.23413 3.03059
*
```

Density functional theory data (the ωB97M-V functional and the def2-TZVPD basis) for C46H42AsBiN7PS2 as an isolated structure.

Values from the calculation:
E_LUMO = -5.993 eV
Energy above the lowest of the compared OMol25 structures with the same formula, charge and spin = 0.890 eV
Gap between HOMO and LUMO = 6.24 eV

The geometry in ORCA input format:
```
! RIJCOSX wB97M-V def2-TZVPD def2/J DEFGRID3
* xyz 2 1
Bi -2.13064 -1.97237 -0.37535
C -2.61287 -1.74736 4.17873
C -2.72859 -1.59146 2.70374
N -2.38552 -2.53688 1.87522
N -2.09817 -3.74741 2.30816
C -1.77601 -4.70459 1.48247
N -1.64990 -5.93575 1.97031
S -1.48295 -4.51856 -0.22339
C -3.30803 -0.39367 2.12612
C -3.70031 0.71525 2.88050
C -4.32789 1.77412 2.25044
C -4.60072 1.69870 0.88973
C -4.17126 0.57618 0.20334
N -3.52410 -0.40852 0.80251
H -2.27174 -2.75188 4.41807
H -3.56942 -1.56764 4.66447
H -1.89487 -1.02016 4.56112
H -1.86680 -6.12025 2.93664
H -1.43808 -6.69901 1.34666
H -3.51038 0.74724 3.93876
H -4.61517 2.64924 2.81319
H -5.12380 2.49035 0.37970
H -4.33243 0.45696 -0.85614
N -2.66537 -0.16724 -4.57637
C -1.63001 0.76568 -4.79038
C -1.16346 0.97015 -6.07982
C -0.10513 1.83775 -6.31741
C 0.49700 2.49791 -5.26402
C 0.01981 2.32486 -3.96987
C -1.03974 1.47225 -3.74440
S -1.66849 1.26064 -2.08248
N -2.63223 -0.09438 -2.23522
C -3.04148 -0.60356 -3.34441
C -3.98818 -1.73095 -3.21862
C -4.72724 -2.23873 -4.28723
C -5.63119 -3.26395 -4.05561
C -5.79149 -3.75821 -2.76983
C -5.01063 -3.20602 -1.76758
N -4.14580 -2.23299 -1.98724
H -2.97773 -0.64653 -5.40734
H -1.62648 0.44773 -6.90297
H 0.24456 1.98415 -7.32626
H 1.33651 3.14934 -5.43746
H 0.45818 2.86169 -3.14034
H -4.61545 -1.84289 -5.28202
H -6.20747 -3.67338 -4.86908
H -6.48522 -4.55529 -2.55503
H -5.07573 -3.54739 -0.74329
C 1.25842 0.31247 -0.53268
C 2.66650 0.58438 -0.00067
As 2.84966 1.99110 1.43700
C 2.54939 3.57852 0.32374
C 3.54746 4.50283 0.03862
C 3.26681 5.64342 -0.69359
C 1.97702 5.89091 -1.13304
C 0.96382 4.99841 -0.82156
C 1.24913 3.85980 -0.08969
C 4.80524 1.91796 1.45371
C 5.58123 2.01737 0.30437
C 6.95951 1.92785 0.37386
C 7.58324 1.72480 1.59499
C 6.82134 1.61865 2.74690
C 5.44218 1.72371 2.67509
P 0.28991 -0.87491 0.50359
C 0.27155 -0.01535 2.10554
C 1.09370 -0.34654 3.17565
C 1.10651 0.46523 4.29805
C 0.31003 1.59811 4.35705
C -0.51578 1.92327 3.29065
C -0.54052 1.11709 2.16800
C 1.29394 -2.37835 0.60417
C 2.15506 -2.72067 -0.43675
C 2.86560 -3.90504 -0.38071
C 2.70875 -4.76023 0.69849
C 1.82148 -4.44169 1.71548
C 1.10882 -3.25795 1.66991
H 1.29241 -0.10085 -1.54955
H 0.68269 1.24115 -0.58304
H 3.28695 0.88870 -0.84694
H 3.11253 -0.32734 0.41111
H 4.55474 4.33756 0.39952
H 4.05680 6.34731 -0.90988
H 1.75811 6.78548 -1.69573
H -0.05329 5.19988 -1.12901
H 0.44262 3.18718 0.19104
H 5.10926 2.18481 -0.65749
H 7.54578 2.01454 -0.52928
H 8.65944 1.65460 1.64646
H 7.29898 1.45050 3.70050
H 4.84177 1.65725 3.57762
H 1.74392 -1.20732 3.13054
H 1.75764 0.21906 5.12217
H 0.33363 2.23032 5.23144
H -1.13025 2.81049 3.32637
H -1.17318 1.37034 1.32459
H 2.27792 -2.06932 -1.28886
H 3.54094 -4.16199 -1.18290
H 3.27158 -5.67988 0.74229
H 1.68315 -5.11746 2.54547
H 0.40803 -3.01335 2.45668
*
```